(1)
C28H26FN8O4STi | wB97M-V/def2-TZVPD

Geometry as XYZ:
```
69
Properties=species:S:1:pos:R:3:forces:R:3:mulliken_charge:R:1
Ti 0.234534 -0.437260 -0.439906 1.021 0.963 -0.282 -0.265
C -1.376429 -0.771411 2.109149 0.088 0.026 -0.126 -1.583
N -0.287278 -1.481661 1.375279 -0.062 -0.122 0.379 0.599
C -0.636498 -2.921853 1.178476 0.031 0.106 -0.031 -1.482
C -0.743745 -3.272071 -0.278467 0.100 0.147 -0.060 0.729
C -1.204402 -4.512156 -0.676170 -0.038 -0.095 -0.018 -1.040
C -1.224407 -4.823418 -2.023487 -0.022 -0.042 -0.004 -0.582
C -0.757393 -3.887385 -2.941542 -0.004 -0.053 -0.038 -0.962
C -0.321061 -2.671171 -2.480846 0.015 0.018 0.162 -0.804
N -0.327271 -2.348481 -1.165750 -0.397 -0.166 -0.008 1.164
C 1.039118 -1.338968 2.080870 -0.071 -0.117 -0.122 -1.100
C 2.148111 -1.810150 1.169927 -0.129 0.049 -0.017 0.662
C 3.282865 -2.451516 1.608923 0.056 -0.070 0.024 -0.998
C 4.264961 -2.782104 0.680364 0.025 -0.014 0.015 -0.511
C 4.077684 -2.467462 -0.657662 0.065 -0.040 0.007 -0.997
C 2.920566 -1.818862 -1.032788 -0.089 0.042 0.062 -0.385
N 1.980186 -1.497917 -0.131243 0.320 -0.470 0.225 1.030
C -1.396564 0.686195 1.755542 0.186 -0.049 0.054 0.478
C -2.070100 1.610590 2.526291 -0.039 0.031 0.040 -1.276
C -2.139883 2.921100 2.089064 0.007 0.023 0.012 -0.791
C -1.504425 3.279439 0.902598 -0.028 0.090 0.119 -1.482
C -0.830707 2.319540 0.194680 0.125 -0.213 0.067 -1.161
N -0.777992 1.027495 0.607080 -0.504 0.140 0.164 3.128
H -1.281521 -0.923927 3.185449 0.003 -0.002 0.036 0.551
H -2.331249 -1.198540 1.796268 -0.041 0.005 -0.024 0.596
H -1.576970 -3.143188 1.680151 -0.010 -0.029 0.039 0.773
H 0.122298 -3.550392 1.646708 0.045 -0.019 -0.014 0.447
H -1.538202 -5.226444 0.065832 -0.014 0.013 -0.016 0.590
H -1.591289 -5.785539 -2.357339 0.015 0.005 0.003 0.486
H -0.736687 -4.099765 -4.001345 0.006 -0.011 0.006 0.533
H 0.055876 -1.921008 -3.159534 -0.008 0.044 -0.002 0.692
H 1.032418 -1.904617 3.013192 -0.047 -0.008 0.047 0.799
H 1.193022 -0.280617 2.319880 -0.085 0.032 0.009 0.006
H 3.402666 -2.689077 2.658025 0.000 -0.020 -0.017 0.579
H 5.168523 -3.283727 1.001739 -0.009 -0.007 -0.003 0.489
H 4.817593 -2.718444 -1.404647 0.009 0.020 0.012 0.505
H 2.741577 -1.522274 -2.058342 -0.030 -0.022 -0.018 0.617
H -2.564605 1.295620 3.436045 0.006 0.009 -0.014 0.647
H -2.687570 3.658297 2.663077 0.007 -0.009 -0.008 0.561
H -1.539432 4.292273 0.523545 0.004 -0.005 -0.009 0.659
H -0.307056 2.562847 -0.719356 -0.010 -0.011 -0.018 0.660
F -3.372147 -1.463641 -1.044459 -0.188 -0.163 -0.043 -0.463
C -3.127476 -0.245852 -1.534834 0.063 0.208 0.268 0.403
C -2.460313 -0.072279 -2.671059 0.128 0.189 -0.588 -0.271
N -2.074551 1.183601 -3.130266 -0.202 -0.145 0.448 0.151
C -0.883190 1.306862 -3.949613 -0.300 -0.067 -0.378 -1.050
C 0.388398 1.074858 -3.175652 -0.316 0.162 0.263 0.514
O 1.449287 1.535758 -3.379959 0.231 -0.225 0.010 -0.473
O 0.171811 0.239492 -2.050225 0.435 0.061 -0.357 -0.357
C -2.459185 2.334731 -2.435499 -0.065 -0.122 0.022 0.116
O -2.014568 3.424981 -2.686810 0.016 0.001 0.068 -0.534
N -3.347318 2.106272 -1.396148 -0.229 -0.132 -0.081 0.112
C -3.591255 0.897023 -0.744269 0.057 0.151 -0.211 0.182
O -4.092056 0.830033 0.348780 -0.052 -0.005 0.056 -0.535
H -2.201680 -0.915003 -3.298887 0.112 0.020 0.044 0.718
H -0.810002 2.313167 -4.352306 -0.164 0.032 -0.091 0.495
H -0.946552 0.609884 -4.788114 0.121 -0.010 -0.007 0.363
H -3.704775 2.941716 -0.948589 0.013 -0.019 0.001 0.346
S 2.253614 1.261800 0.001108 -0.183 -0.049 -0.075 -0.483
C 2.171902 2.379248 1.306107 -0.114 -0.076 0.095 0.557
N 3.058647 3.410159 1.257892 0.070 0.065 -0.027 0.032
C 3.139785 4.353770 2.217035 0.090 -0.005 -0.098 -0.093
C 2.299728 4.275131 3.289126 -0.057 -0.001 0.074 -0.935
C 1.423534 3.191478 3.308520 -0.030 -0.088 -0.021 0.011
N 1.351863 2.270052 2.349033 0.095 0.041 0.048 -0.102
H 3.689408 3.451333 0.463153 -0.031 0.043 -0.021 0.292
H 3.880283 5.130003 2.077488 0.011 -0.012 -0.013 0.464
H 2.326479 5.009159 4.080311 0.005 -0.024 0.004 0.453
H 0.751066 3.054271 4.148407 -0.014 0.004 -0.021 0.526
```
Positions in Å, forces in eV/Å.

Its spin multiplicity is 1. For the HOMO-LUMO gap, the calculation gives 6.926 eV. Its total charge is +3. The HOMO energy is -0.6247 Ha. The value obtained for the LUMO energy is -10.1 eV.

=====

(2)
C28H26FeNO3 | wB97M-V/def2-TZVPD

Geometry as XYZ:
```
59
Properties=species:S:1:pos:R:3:forces:R:3:mulliken_spin:R:1
C 4.233398 -1.094879 -2.014196 0.032 0.044 0.100 0.002
C 3.500082 -0.072725 -2.616544 -0.097 -0.324 0.139 -0.005
C 2.194171 0.179915 -2.192952 0.190 0.276 0.117 0.014
C 1.689845 -0.477571 -1.066003 -0.202 -0.312 0.068 0.042
C 0.396084 -0.065413 -0.341286 -0.425 -0.514 -2.599 0.150
C -0.392134 1.000866 -1.088959 2.407 0.320 0.510 0.354
N -1.675443 0.760792 -1.319161 -2.683 -0.722 -0.467 0.193
C -2.283980 -0.571321 -1.105513 -0.219 0.510 -0.093 -0.047
C -3.767046 -0.388427 -1.457541 0.241 -0.434 -0.372 0.021
C -4.045055 1.115943 -1.388935 -0.120 0.042 0.303 0.021
C -2.691871 1.823887 -1.481319 0.022 -0.162 -0.190 0.011
C 0.210075 2.272609 -1.466281 0.154 -0.183 -0.210 -0.030
C 1.237400 2.943051 -0.740908 -0.264 0.057 -0.063 0.142
C 1.684357 4.200880 -1.131831 0.004 -0.284 -0.194 -0.074
C 1.208831 4.770962 -2.315507 -0.171 0.403 -0.014 0.137
C 0.272945 4.090112 -3.105076 0.193 -0.262 0.362 -0.064
C -0.187109 2.840042 -2.703433 -0.018 0.438 0.067 0.140
C 2.340773 -1.639883 -0.619841 0.336 0.483 -0.041 0.006
C 3.625364 -1.934087 -1.070274 -0.114 0.157 -0.161 0.011
H 5.279529 -1.234635 -2.278617 -0.248 -0.126 -0.039 0.000
H 3.931144 0.557242 -3.399632 -0.117 -0.387 0.213 0.000
H 1.599345 0.907758 -2.749234 0.342 -0.129 0.511 -0.002
H -0.172906 -1.009345 -0.285706 0.076 0.475 -0.041 -0.008
H -1.798046 -1.341491 -1.722360 -0.090 0.259 0.133 -0.002
H -2.188317 -0.882822 -0.052023 0.007 0.019 -0.222 0.038
H -3.933033 -0.765968 -2.474753 -0.048 0.107 0.246 0.002
H -4.394229 -0.980124 -0.779272 0.056 0.202 -0.231 0.000
H -4.705234 1.431216 -2.198304 -0.006 -0.004 0.175 0.001
H -4.522380 1.381002 -0.442181 -0.070 -0.066 -0.106 0.000
H -2.587531 2.593808 -0.698591 0.173 -0.197 -0.222 -0.006
H -2.586147 2.326604 -2.450191 -0.017 -0.105 0.347 -0.007
H 1.706664 2.502464 0.141963 -0.179 0.303 -0.421 0.015
H 2.411580 4.725804 -0.499440 -0.267 -0.230 -0.434 -0.002
H 1.559669 5.759857 -2.614400 -0.114 -0.294 0.058 0.010
H -0.107377 4.520116 -4.030875 0.268 -0.063 0.169 -0.003
H -0.838466 2.267963 -3.369759 0.217 0.249 0.296 0.007
H 1.846789 -2.285860 0.112218 0.223 0.162 -0.117 -0.007
H 4.144098 -2.800929 -0.666937 -0.013 0.176 -0.159 0.000
O -1.226680 -6.082974 5.116872 -0.101 3.061 -0.625 0.048
C -1.125870 -4.973296 4.791476 -0.356 -4.903 1.745 0.020
Fe -0.578002 -3.532084 3.923683 0.246 2.171 -1.766 1.736
C 0.892637 -4.159901 3.183208 4.764 -0.608 -1.148 -0.056
O 1.855731 -4.373334 2.554604 -2.917 0.294 1.759 -0.007
C -1.023445 -3.817827 2.214244 -1.614 0.771 -4.410 -0.011
O -1.101520 -3.726737 1.049387 0.209 -0.629 3.336 -0.014
C 0.514675 0.425222 1.069603 -0.399 -1.065 4.068 0.187
C -0.864922 0.416365 1.716400 0.774 1.112 -1.297 0.308
C -1.509646 -0.560813 2.414697 -1.460 -1.620 1.278 0.096
C -1.114702 -1.425456 3.513199 -0.518 0.810 -0.854 0.189
C 0.225877 -1.483292 3.955388 1.130 1.315 0.256 0.133
C 1.333849 -1.042322 3.113035 0.039 -0.793 1.893 0.006
C 1.449479 -0.418894 1.917779 0.768 0.804 -0.955 0.261
H 0.868565 1.458372 1.094382 0.063 -0.249 0.090 0.034
H -1.468327 1.313554 1.483023 0.087 -0.733 -0.223 0.011
H -2.596478 -0.598694 2.216768 0.402 0.446 0.559 -0.011
H -1.936728 -1.728538 4.191743 0.310 0.349 -0.296 0.013
H 0.438206 -1.485416 5.045649 -0.064 -0.350 -0.729 0.001
H 2.302071 -1.216330 3.614684 -0.410 -0.136 -0.421 -0.003
H 2.469411 -0.414992 1.503836 -0.411 0.069 0.321 0.002
```
Positions in Å, forces in eV/Å.

Its expectation value of S² is 6.10. Its spin multiplicity is 5. For the HOMO-LUMO gap (spin up / spin down), the calculation gives 3.754 / 4.034 eV. Its total charge is +1. The HOMO energy (spin up / spin down) is -0.3066 / -0.4083 Ha. The value obtained for the LUMO energy (spin up / spin down) is -4.6 / -7.1 eV.

=====

| no. | calculated total energy (eV) |
| --- | --- |
| 1 | -86216.7010 |
| 2 | -71463.9707 |